Molecular formula: C33H30Br2N3OSeSiTeTi
Method: DFT, the ωB97M-V functional and the def2-TZVPD basis

Its energy relative to the best compared isomer or geometry (same formula, charge and spin) is 17.63 kcal/mol. The total energy is -284944.468 eV. As for the expectation value of S²: 2.03. As for the HOMO-LUMO gap (spin up / spin down): 4.916 / 7.074 eV.

```
! wB97M-V def2-TZVPD RIJCOSX def2/J DEFGRID3
* xyz -1 3
Ti -1.178 0.592 -0.179
C -1.445 -2.086 2.204
C -2.561 -1.877 1.226
C -3.532 -2.833 1.043
C -4.609 -2.645 0.169
C -4.703 -1.424 -0.537
C -5.733 -1.048 -1.415
Br -7.178 -2.256 -1.746
C -5.761 0.173 -2.061
C -4.724 1.063 -1.854
Br -4.742 2.760 -2.712
C -3.640 0.747 -1.030
O -2.587 1.530 -0.858
C -3.655 -0.488 -0.344
N -2.587 -0.692 0.523
H -1.568 -1.439 3.079
H -0.479 -1.854 1.753
H -1.428 -3.122 2.544
H -3.469 -3.751 1.614
H -5.350 -3.419 0.037
H -6.572 0.430 -2.725
C 0.330 0.966 3.477
N 1.443 0.080 3.224
C 1.922 -0.842 4.136
C 2.921 -1.505 3.518
N 3.021 -0.963 2.253
C 3.870 -1.498 1.210
C 2.099 0.010 2.036
Se 0.936 -0.622 -0.295
H -0.065 0.770 4.472
H -0.453 0.807 2.735
H 0.639 2.009 3.412
H 1.545 -0.922 5.141
H 3.559 -2.298 3.867
H 4.771 -1.927 1.646
H 4.124 -0.701 0.516
H 3.332 -2.268 0.653
C -1.344 3.765 -4.196
C -1.278 4.799 -3.273
C -0.834 4.554 -1.981
C -0.445 3.279 -1.574
C -0.486 2.261 -2.536
C -0.932 2.492 -3.828
Si -0.064 2.834 0.262
C 1.829 3.144 0.262
C 2.623 2.688 -0.793
C 3.964 3.024 -0.890
C 4.556 3.821 0.083
C 3.800 4.249 1.163
C 2.456 3.907 1.247
H -1.733 3.947 -5.190
H -1.596 5.796 -3.557
H -0.793 5.365 -1.262
H -0.160 1.249 -2.268
H -0.970 1.677 -4.541
H -0.541 4.060 0.996
H 2.181 2.067 -1.563
H 4.549 2.676 -1.734
H 5.598 4.105 -0.008
H 4.255 4.864 1.931
H 1.872 4.259 2.093
Te -0.562 -1.956 -1.963
C 0.629 -3.634 -1.335
C 1.946 -3.754 -1.762
C 2.773 -4.723 -1.212
C 2.296 -5.572 -0.221
C 0.977 -5.464 0.196
C 0.146 -4.501 -0.362
H 2.333 -3.076 -2.514
H 3.797 -4.814 -1.553
H 2.952 -6.311 0.222
H 0.594 -6.127 0.962
H -0.882 -4.410 -0.031
*
```